1.
26
Properties=species:S:1:pos:R:3 method="wB97M-V/def2-TZVPD" e_tot_ev=-15154.491 smiles="CN1CCc2ccccc2CC1=O" homo_energy_ev=-8.832 spin_multiplicity=1 de_lowest_kcal_mol=21.9
C 2.60 0.17 1.50
N 1.79 0.23 0.32
C 1.27 1.53 -0.12
C 0.09 1.52 -1.08
C -1.02 0.62 -0.47
C -2.30 1.01 -0.22
C -3.23 0.10 0.40
C -2.91 -1.25 0.49
C -1.63 -1.66 0.13
C -0.70 -0.75 -0.40
C 0.55 -1.41 -0.91
C 1.88 -0.86 -0.46
O 2.88 -1.49 -0.65
H 3.17 -0.83 1.40
H 2.02 0.14 2.45
H 3.40 0.95 1.49
H 2.06 2.18 -0.52
H 0.90 2.09 0.83
H 0.39 1.16 -2.10
H -0.15 2.61 -1.04
H -2.57 2.02 -0.32
H -4.25 0.54 0.72
H -3.67 -1.88 0.90
H -1.44 -2.74 0.11
H 0.40 -1.65 -1.96
H 0.48 -2.36 -0.52

***

2.
19
Properties=species:S:1:pos:R:3 method="wB97M-V/def2-TZVPD" e_tot_ev=-10501.394 smiles="C=C1C=CC=C[C@H]1OC" homo_energy_ev=-8.129 spin_multiplicity=1 de_lowest_kcal_mol=97.1
C 0.28 -0.33 -2.24
C 0.41 -0.35 -0.90
C 1.68 -0.70 -0.31
C 1.75 -1.08 1.01
C 0.58 -1.25 1.78
C -0.65 -0.90 1.42
C -1.02 -0.06 0.25
O -1.00 1.24 0.67
C -1.15 2.32 -0.28
H -0.70 -0.23 -2.59
H 1.09 -0.86 -2.81
H 2.56 -0.69 -0.90
H 2.60 -1.32 1.50
H 0.65 -1.89 2.74
H -1.49 -1.16 2.22
H -2.02 -0.16 -0.26
H -1.85 1.79 -1.03
H -0.18 2.51 -0.68
H -1.54 3.12 0.40

***

3.
25
Properties=species:S:1:pos:R:3 method="wB97M-V/def2-TZVPD" e_tot_ev=-87503.152 homo_energy_ev=-12.344 spin_multiplicity=1 total_charge=+1 de_lowest_kcal_mol=0.0
Mg -1.58 -1.88 -3.32
Br -1.21 0.61 -2.99
O 2.19 1.04 -1.58
H 1.58 1.13 -2.31
H 1.64 1.15 -0.80
O 1.18 0.90 -5.26
H 1.47 1.81 -5.22
H 0.73 0.76 -4.43
C -1.41 -2.06 2.05
C -0.95 -0.74 1.52
C 0.61 -0.60 1.35
O 0.94 0.65 0.89
C 1.01 1.64 1.82
N -1.49 -0.65 0.23
H -2.50 -2.00 2.05
H -1.14 -2.23 3.09
H -1.06 -2.88 1.42
H -1.38 0.11 2.05
H 1.09 -1.32 0.68
H 1.08 -0.73 2.32
H 1.23 2.65 1.48
H 1.64 1.35 2.66
H 0.03 1.78 2.28
H -1.18 0.21 -0.19
H -2.50 -0.68 0.22

***

4.
12
Properties=species:S:1:pos:R:3 method="wB97M-V/def2-TZVPD" e_tot_ev=-9812.119 smiles="N#CC[C@@H](O)C=O" homo_energy_ev=-10.599 spin_multiplicity=1 de_lowest_kcal_mol=50.6
N -2.84 0.18 0.00
C -1.69 0.32 0.07
C -0.27 1.09 0.17
C 0.77 0.15 -0.33
O 1.89 0.10 0.53
C 0.01 -1.25 -0.29
O 0.29 -2.06 0.58
H -0.36 1.98 -0.47
H -0.16 1.35 1.22
H 1.08 0.33 -1.36
H 1.77 -0.69 1.11
H -0.49 -1.50 -1.24

***

5.
52
Properties=species:S:1:pos:R:3 method="wB97M-V/def2-TZVPD" e_tot_ev=-57484.790 smiles="COc1ccc(C(=O)N2N=C(c3ccc(NS(C)(=O)=O)cc3)C[C@H]2c2cccs2)cc1" homo_energy_ev=-8.047 spin_multiplicity=1 de_lowest_kcal_mol=54.1
C -0.23 -5.29 -3.69
O -0.99 -4.25 -4.26
C -1.41 -3.24 -3.46
C -1.16 -3.14 -2.10
C -1.63 -2.06 -1.38
C -2.36 -1.05 -2.00
C -2.94 0.12 -1.30
O -3.99 0.64 -1.64
N -2.25 0.62 -0.24
N -1.06 0.19 0.21
C -0.69 0.85 1.24
C 0.55 0.59 1.93
C 1.42 -0.39 1.45
C 2.62 -0.66 2.09
C 2.97 0.06 3.23
N 4.17 -0.20 3.87
S 5.52 -0.89 3.18
C 5.92 0.24 1.82
O 5.20 -2.17 2.63
O 6.53 -0.80 4.18
C 2.11 1.04 3.72
C 0.91 1.30 3.08
C -1.71 1.90 1.65
C -2.74 1.79 0.52
C -2.79 2.99 -0.36
C -3.87 3.71 -0.76
C -3.54 4.78 -1.62
C -2.21 4.86 -1.87
S -1.33 3.63 -1.06
C -2.64 -1.17 -3.37
C -2.16 -2.24 -4.09
H 0.00 -5.97 -4.51
H -0.80 -5.83 -2.92
H 0.71 -4.92 -3.26
H -0.60 -3.90 -1.58
H -1.43 -2.00 -0.32
H 1.14 -0.94 0.56
H 3.27 -1.43 1.73
H 4.39 0.36 4.69
H 6.73 -0.20 1.26
H 5.04 0.37 1.21
H 6.24 1.18 2.26
H 2.38 1.59 4.61
H 0.26 2.06 3.48
H -2.13 1.66 2.63
H -1.26 2.89 1.70
H -3.75 1.58 0.87
H -4.88 3.47 -0.46
H -4.27 5.45 -2.04
H -1.69 5.56 -2.48
H -3.23 -0.40 -3.85
H -2.36 -2.33 -5.15

***

6.
39
Properties=species:S:1:pos:R:3 method="wB97M-V/def2-TZVPD" e_tot_ev=-30315.246 homo_energy_ev=-6.715 spin_multiplicity=1 de_lowest_kcal_mol=193.5
C -2.29 2.84 0.60
C -1.97 2.71 -0.77
C -0.70 2.23 -1.15
C 0.27 1.90 -0.17
C 1.63 1.49 -0.58
N 2.80 1.69 0.13
C 3.83 0.68 0.00
C 4.09 0.47 -1.47
C 2.83 -0.01 -2.19
N 1.67 0.68 -1.64
C -0.11 1.92 1.19
C -1.36 2.44 1.56
H -3.28 3.24 0.88
H -2.71 2.97 -1.54
H -0.46 2.13 -2.22
H 4.71 1.15 0.45
H 3.60 -0.26 0.55
H 4.39 1.43 -1.97
H 4.85 -0.31 -1.58
H 2.89 0.18 -3.28
H 2.67 -1.10 -2.11
H 0.83 0.64 -2.17
H 0.51 1.49 2.00
H -1.60 2.51 2.63
O 2.46 0.32 2.94
N 3.32 1.02 3.54
C 3.73 2.20 2.86
C 3.22 2.41 1.50
N 3.12 3.80 1.26
N 2.58 4.38 0.13
N 2.88 5.66 0.23
N 3.57 5.94 1.36
C 3.69 4.78 2.02
C 4.36 4.52 3.23
C 4.27 3.21 3.66
O 3.78 0.69 4.66
H 2.13 1.90 1.62
H 4.84 5.34 3.77
H 4.66 2.95 4.64

***

7.
75
Properties=species:S:1:pos:R:3 method="wB97M-V/def2-TZVPD" e_tot_ev=-116256.373 homo_energy_ev=-11.855 spin_multiplicity=1 total_charge=+1 de_lowest_kcal_mol=242.8
Be -15.55 -20.60 7.52
As -13.76 -14.09 6.01
F -12.21 -14.50 6.83
F -13.19 -12.43 5.63
F -15.34 -13.78 5.16
F -14.27 -15.75 6.48
F -14.54 -13.48 7.58
F -13.10 -14.65 4.46
C -19.04 -16.47 9.66
O -18.08 -17.53 10.03
H -20.05 -16.65 10.03
H -18.71 -15.57 10.19
H -19.14 -16.30 8.59
H -18.37 -17.90 10.87
C -11.02 -19.97 4.43
O -12.32 -20.36 4.12
H -10.39 -20.86 4.38
H -10.66 -19.23 3.72
H -10.95 -19.50 5.41
H -12.24 -20.72 3.24
C -9.90 -11.01 11.71
O -10.69 -10.98 12.89
H -9.20 -10.18 11.72
H -9.34 -11.93 11.57
H -10.51 -10.82 10.83
H -11.05 -10.10 13.04
C -6.40 -16.15 8.82
O -7.68 -16.51 9.32
H -6.24 -16.18 7.74
H -6.27 -15.13 9.18
H -5.59 -16.76 9.22
H -8.33 -15.95 8.89
C -6.89 -10.79 5.60
O -5.63 -11.29 5.76
H -7.18 -10.35 6.55
H -6.77 -10.00 4.85
H -7.69 -11.48 5.34
H -5.19 -11.41 4.91
C -17.68 -18.83 2.24
O -17.88 -19.43 3.53
H -16.92 -18.05 2.38
H -17.25 -19.54 1.54
H -18.58 -18.49 1.73
H -18.80 -19.69 3.45
C -21.14 -13.34 4.42
O -22.53 -13.40 4.63
H -20.91 -12.41 3.91
H -20.58 -13.19 5.35
H -20.63 -14.09 3.82
H -22.67 -13.78 5.51
C -13.43 -16.37 -1.59
O -12.45 -15.69 -0.91
H -13.38 -17.43 -1.32
H -14.38 -15.96 -1.25
H -13.24 -16.24 -2.66
H -12.64 -15.63 0.03
C -18.09 -9.80 11.49
O -17.56 -8.54 11.78
H -18.33 -10.01 10.45
H -17.38 -10.60 11.71
H -18.94 -10.02 12.14
H -17.93 -8.31 12.64
C -11.54 -9.12 0.16
C -12.91 -8.81 0.70
C -12.92 -7.74 1.78
O -13.72 -6.72 1.22
C -14.10 -7.00 -0.04
O -14.64 -6.23 -0.81
O -13.72 -8.31 -0.33
H -11.02 -8.29 -0.31
H -11.52 -10.00 -0.48
H -10.80 -9.38 0.93
H -13.36 -9.70 1.13
H -11.95 -7.29 2.00
H -13.33 -8.05 2.74

***

8.
16
Properties=species:S:1:pos:R:3 method="wB97M-V/def2-TZVPD" e_tot_ev=-18663.980 homo_energy_ev=-8.613 spin_multiplicity=1 de_lowest_kcal_mol=81.8
C -0.57 -0.81 -0.90
C -0.45 -1.54 0.41
C -0.28 -0.09 0.35
C -1.13 1.05 0.85
N 1.72 1.37 -0.71
O 2.24 -1.02 -0.11
S 1.61 0.11 0.49
H 0.17 -1.09 -1.53
H -1.59 -0.58 -1.25
H -1.35 -2.09 0.80
H 0.37 -2.23 0.60
H -0.82 1.45 1.83
H -1.99 0.57 1.15
H -1.17 1.75 0.11
H 1.08 2.17 -0.60
H 2.16 0.99 -1.50

***

9.
12
Properties=species:S:1:pos:R:3 method="wB97M-V/def2-TZVPD" e_tot_ev=-5733.817 homo_energy_ev=-15.345 spin_multiplicity=1 total_charge=+1 de_lowest_kcal_mol=24.6
C -0.09 -0.17 -1.28
C 0.74 0.80 -1.48
N -0.94 -0.29 -0.07
H -0.30 -0.90 -2.01
H 1.01 1.00 -2.55
H 1.13 1.62 -0.84
H -0.37 -0.22 0.80
H -1.73 0.40 -0.06
H -1.34 -1.23 -0.11
H 0.10 0.17 2.88
H 1.33 -0.76 2.50
O 0.46 -0.41 2.22

***

10.
7
Properties=species:S:1:pos:R:3 method="wB97M-V/def2-TZVPD" e_tot_ev=-5207.315 homo_energy_ev=-8.828 spin_multiplicity=1 de_lowest_kcal_mol=71.7
C 2.40 0.68 0.31
C 2.86 -0.64 -0.06
C 1.30 1.05 -0.26
C 1.51 -0.65 -0.18
C 0.24 0.10 -0.10
H -0.15 0.05 0.82
H -0.41 -0.21 -0.84

***

11.
13
Properties=species:S:1:pos:R:3 method="wB97M-V/def2-TZVPD" e_tot_ev=-8257.407 smiles="C1=CCCN=NC=1" homo_energy_ev=-8.546 spin_multiplicity=1 de_lowest_kcal_mol=114.2
C -0.55 1.40 0.05
C 0.53 1.17 -0.64
C 1.31 0.02 -0.11
C 0.27 -1.09 0.15
N -1.13 -1.26 -0.42
N -2.00 -0.42 -0.19
C -1.61 0.76 0.53
H 0.78 1.74 -1.49
H 2.03 0.05 0.70
H 1.90 -0.13 -0.93
H 0.79 -1.98 -0.15
H 0.08 -1.14 1.24
H -2.39 0.89 1.25

***

12.
14
Properties=species:S:1:pos:R:3 method="wB97M-V/def2-TZVPD" e_tot_ev=-16027.986 smiles=N[C@H](S)C[NH3+] homo_energy_ev=-13.732 spin_multiplicity=1 total_charge=+1 de_lowest_kcal_mol=32.8
N -0.17 1.36 0.26
C -0.78 0.27 -0.51
S -2.23 -0.38 0.27
C 0.37 -0.93 -0.57
N 0.96 -0.87 0.74
H -1.04 1.87 0.76
H 0.30 2.13 -0.30
H -1.02 0.62 -1.52
H -1.80 -0.38 1.53
H 1.05 -0.77 -1.41
H -0.14 -1.85 -0.78
H 2.00 -0.67 0.87
H 0.66 -1.51 1.41
H 0.60 0.04 1.01

***

13.
116
Properties=species:S:1:pos:R:3 method="wB97M-V/def2-TZVPD" e_tot_ev=-82981.028 homo_energy_ev=-3.439 spin_multiplicity=1 total_charge=-1 de_lowest_kcal_mol=161.8
Cd 0.65 -0.44 0.61
C 6.52 -1.98 -3.97
C 5.32 -2.54 -4.40
C 4.18 -2.42 -3.62
C 4.21 -1.74 -2.40
C 5.42 -1.20 -1.97
C 6.56 -1.31 -2.75
C 2.97 -1.59 -1.59
C 2.38 -2.63 -0.97
C 2.60 -4.08 -1.11
C 1.55 -4.68 -0.52
C 0.70 -3.64 0.09
N 1.24 -2.45 -0.18
C -0.44 -3.85 0.91
C -0.68 -2.95 2.04
C -1.05 -3.36 3.38
C -1.09 -2.25 4.16
C -0.78 -1.13 3.30
C -0.82 0.22 3.63
C -1.16 0.56 5.05
C -0.22 1.25 5.82
C -0.46 1.51 7.16
C -1.64 1.09 7.76
C -2.59 0.43 7.00
C -2.35 0.15 5.66
C -0.53 1.37 2.81
N 0.12 1.35 1.60
C 0.27 2.61 1.16
C 1.08 3.00 -0.02
C 1.09 4.47 -0.34
C 1.59 5.39 0.59
C 1.60 6.75 0.31
C 1.12 7.22 -0.91
C 0.66 6.31 -1.85
C 0.65 4.95 -1.57
C 1.91 2.26 -0.79
C 2.96 2.87 -1.65
C 3.36 2.08 -2.88
C 2.25 -0.29 -1.57
N 2.82 0.50 0.70
C -0.36 3.49 2.08
C -0.85 2.71 3.12
N -0.49 -1.64 2.03
C -1.41 -4.89 0.56
C -1.38 -5.53 -0.70
C -2.36 -6.41 -1.11
C -3.45 -6.71 -0.29
C -3.52 -6.08 0.95
C -2.53 -5.20 1.37
H 7.41 -2.07 -4.58
H 5.28 -3.07 -5.34
H 3.23 -2.83 -3.96
H 5.47 -0.72 -1.00
H 7.49 -0.87 -2.41
H 3.44 -4.53 -1.62
H 1.39 -5.75 -0.44
H -1.17 -4.38 3.72
H -1.27 -2.20 5.22
H 0.70 1.57 5.35
H 0.29 2.02 7.75
H -1.83 1.29 8.81
H -3.52 0.11 7.45
H -3.08 -0.38 5.06
H 1.99 5.02 1.53
H 2.00 7.45 1.04
H 1.11 8.28 -1.12
H 0.31 6.66 -2.82
H 0.30 4.24 -2.31
H 3.27 3.90 -1.58
H 4.21 2.59 -3.32
H -0.44 4.56 1.99
H -1.37 3.05 4.01
H -0.59 -5.27 -1.40
H -2.30 -6.86 -2.10
H -4.23 -7.38 -0.62
H -4.36 -6.28 1.60
H -2.66 -4.71 2.32
N -1.16 -1.41 -1.56
C -1.73 -0.80 -2.67
C -3.09 -0.97 -2.93
C -3.70 -0.42 -4.04
C -2.95 0.34 -4.93
C -1.61 0.55 -4.67
C -0.97 0.01 -3.55
C 0.46 0.28 -3.30
C 1.34 0.98 -4.26
C 2.52 1.59 -4.04
C 3.81 1.61 -1.49
C 2.70 0.92 -0.65
C 1.15 -0.12 -2.24
H -1.82 -1.89 -0.96
H -0.32 -1.94 -1.72
H -3.67 -1.57 -2.22
H -4.76 -0.59 -4.22
H -3.41 0.79 -5.80
H -1.04 1.18 -5.34
H 1.03 0.94 -5.30
H 2.98 1.93 -4.97
H 4.87 1.57 -1.27
H 3.65 -0.07 0.82
N -3.02 3.03 0.33
C -2.49 3.61 -0.79
C -1.98 2.58 -1.53
N -2.18 1.39 -0.88
C -2.79 1.69 0.23
C -3.27 0.68 1.17
N -3.30 -0.61 0.94
C -3.90 -1.18 2.04
C -4.24 -0.22 2.95
N -3.85 0.97 2.37
H -3.36 3.52 1.13
H -2.51 4.68 -0.95
H -1.49 2.61 -2.50
H -4.04 -2.25 2.11
H -4.75 -0.25 3.90
H -3.82 1.86 2.85

***

14.
11
Properties=species:S:1:pos:R:3 method="wB97M-V/def2-TZVPD" e_tot_ev=-7763.447 smiles="C#CCN=C=O.[H][H]" homo_energy_ev=-10.474 spin_multiplicity=1 de_lowest_kcal_mol=71.0
C 1.27 -2.21 -0.70
C 1.22 -1.05 -0.40
C 1.08 0.37 -0.06
N -0.29 0.71 0.28
C -1.22 0.89 -0.47
O -2.17 1.09 -1.13
H 1.36 -3.24 -0.97
H 1.40 0.99 -0.90
H 1.72 0.62 0.79
H -2.54 1.01 1.69
H -1.83 0.84 1.86

***

15.
19
Properties=species:S:1:pos:R:3 method="wB97M-V/def2-TZVPD" e_tot_ev=-21806.212 smiles=CP[C@](C)(F)n1cncn1 homo_energy_ev=-9.079 spin_multiplicity=1 de_lowest_kcal_mol=0.0
C 1.64 -0.58 -2.54
P 1.65 0.52 -1.06
C -0.23 -0.32 -0.07
C -0.01 -1.72 0.45
F -1.15 -0.32 -1.09
N -0.66 0.60 0.91
C -1.92 0.93 1.26
N -1.90 1.75 2.28
C -0.59 1.89 2.54
N 0.19 1.22 1.73
H 2.04 -1.56 -2.28
H 2.30 -0.14 -3.29
H 0.64 -0.69 -2.96
H 0.87 1.53 -1.65
H -0.94 -2.12 0.85
H 0.32 -2.36 -0.37
H 0.74 -1.71 1.23
H -2.79 0.57 0.75
H -0.21 2.51 3.33